# 1
The following is a quantum chemistry calculation of a structure of composition C26H50NOsP3Se at a distorted geometry, from the OMol25 dataset.

```
82
Properties=species:S:1:pos:R:3
Os 0.19892 0.01950 -0.70493
P 2.05289 0.80927 -1.79707
P -2.09121 0.66653 -1.10471
P -0.25945 -1.96047 -1.65563
H 2.84175 -1.64106 2.16624
C 2.77411 -2.11567 1.19550
C 2.48320 -1.49076 0.04161
H 1.76554 -0.58581 0.04834
C 3.22663 1.93333 -0.93480
C 1.26147 1.84841 -3.05784
C 3.21737 -0.24263 -2.77175
C -3.44515 -0.35774 -0.35395
C -2.82825 2.24184 -0.46180
C -2.59861 0.73332 -2.87880
C 0.85095 -3.38299 -1.28024
C -0.16737 -1.72282 -3.46769
C -1.81354 -2.94647 -1.51304
H 3.19705 -3.12617 1.12597
H 3.09587 -1.76351 -0.81445
H 2.96082 2.00312 0.12870
H 3.19878 2.94661 -1.35378
H 4.27333 1.58809 -0.99789
H 0.36281 2.30736 -2.63320
H 0.98173 1.23939 -3.91917
H 1.95007 2.63561 -3.37756
H 3.72435 -0.98199 -2.15137
H 4.02089 0.35670 -3.21863
H 2.67805 -0.77063 -3.56216
H -4.41495 0.02639 -0.71129
H -3.38078 -0.24558 0.73744
H -3.37342 -1.41693 -0.60131
H -3.88779 2.08678 -0.22229
H -2.76061 3.04435 -1.21074
H -2.33200 2.54176 0.46382
H -3.42571 1.44668 -2.99709
H -2.94360 -0.24454 -3.23773
H -1.77335 1.07575 -3.51369
H 0.47263 -4.30130 -1.75033
H 0.86371 -3.52532 -0.19127
H 1.86564 -3.18049 -1.64096
H -0.20968 -2.70845 -3.94620
H 0.76363 -1.22508 -3.75759
H -1.01601 -1.12283 -3.81510
H -1.64542 -3.95272 -1.93075
H -2.63536 -2.47652 -2.06964
H -2.08602 -3.06906 -0.45432
C -1.02862 -3.74157 2.82922
C 0.31678 -4.17436 2.77606
C 0.56135 -5.54078 2.64340
C -0.51182 -6.44963 2.70448
C -1.82767 -6.00008 2.69825
C -2.09141 -4.63680 2.62949
Se -1.46289 -1.98676 3.37042
H -2.79232 -1.99094 2.76086
H 1.13507 -3.45749 2.88081
H 1.59075 -5.89186 2.54784
H -0.29837 -7.52008 2.78488
H -2.65731 -6.70744 2.77777
H -3.10984 -4.26142 2.54476
C 0.83402 5.58576 1.38981
N -0.32863 4.86412 0.79706
C -1.02108 5.71240 -0.21765
C 0.09378 3.50037 0.24778
C 0.29002 2.48885 1.34676
C 0.21867 2.84246 2.70155
C 0.78259 2.05394 3.70820
C 1.25509 0.77743 3.38759
C 0.98240 0.29001 2.10499
C 0.52505 1.11676 1.06940
H 1.64819 5.56797 0.66003
H 1.13817 5.09756 2.31294
H 0.51007 6.60747 1.59641
H -1.02556 4.66986 1.53102
H -0.37681 5.81480 -1.09720
H -1.98480 5.25250 -0.48116
H -1.20768 6.68656 0.24652
H -0.67486 3.16399 -0.45813
H 0.99419 3.66098 -0.37493
H -0.23988 3.78726 3.00140
H 0.84915 2.42122 4.73057
H 1.78618 0.17019 4.12555
H 1.13415 -0.76655 1.87640
```

Properties
E_LUMO (spin up / spin down), eV: -11.6 / -13.8
HOMO-LUMO gap (spin up / spin down), hartree: 0.265 / 0.210
Spin multiplicity: 5
HOMO (spin up / spin down), eV: -18.81 / -19.53
⟨S²⟩: 6.0344
Charge: +4

# 2
The following is a quantum chemistry calculation of a structure of composition C6H13FeN2 at a distorted geometry, from the OMol25 dataset.

```
22
Properties=species:S:1:pos:R:3
C 3.06552 0.02126 0.50955
Fe 1.01263 -1.15241 -0.01623
N 0.98391 -0.87381 -2.05538
H 2.11958 -0.00933 1.10972
H -0.01226 -2.32984 -0.25527
H 3.88159 -0.22328 1.19880
H 3.20307 1.02658 0.10122
H 3.12584 -0.72405 -0.30972
H 0.50574 0.01189 -2.24094
H 0.46623 -1.61706 -2.53471
H 1.90789 -0.83863 -2.49305
C -2.99325 0.90667 0.69344
C -2.50653 -0.16232 1.44139
C -1.15729 -0.49138 1.37041
N -0.33993 0.13675 0.47970
C -0.77952 1.24186 -0.19988
C -2.10785 1.63759 -0.10824
H -4.04883 1.15707 0.72085
H -3.14348 -0.75177 2.07947
H -0.69307 -1.27397 1.97687
H -0.04601 1.79451 -0.79293
H -2.44399 2.51365 -0.67507
```

Properties
E_LUMO (spin up / spin down), eV: 3.7 / 3.4
HOMO-LUMO gap (spin up / spin down), hartree: 0.137 / 0.184
Spin multiplicity: 5
HOMO (spin up / spin down), eV: -0.04 / -1.58
⟨S²⟩: 6.0529
Charge: -1

Relative energy (zero: lowest compared OMol25 entry of this formula, charge and spin) list, top to bottom, in kcal/mol: 0.0 0.0
Electronic energy list, top to bottom, in hartree: -4589.95985 -1609.48048